A 12-piece molecular cluster, C33H73N7O24S4 overall in a non-equilibrium geometry. Source: OMol25; level of theory: ωB97M-V/def2-TZVPD.

Summary:
2S+1   1
Structure (SMILES)   O=S1(=O)OCCO1.O=S1(=O)OCCO1.O=S1(=O)OCCO1.O=S1(=O)OCCO1.CNC(C)=O.CNC(C)=O.CNC(C)=O.CNC(C)=O.CNC(C)=O.CNC(C)=O.CNC(C)=O.C1CCOC1
Kohn-Sham gap   0.328 hartree
Charge   0
Highest occupied orbital energy   -8.6 eV
Electronic energy   -5082.88636 Ha

Bonds (Å) are listed after each position.
Atoms and positions in Å:
1 C -10.13 11.87 21.88  C2 1.507, H6 1.086, H7 1.096, H8 1.090
2 C -10.94 10.94 22.75  C1 1.507, O3 1.228, N4 1.338
3 O -10.42 10.08 23.45  C2 1.228
4 N -12.26 11.13 22.69  C2 1.338, C5 1.453, H9 1.006
5 C -13.29 10.30 23.30  N4 1.453, H10 1.090, H11 1.088, H12 1.092
6 H -9.08 11.93 22.18  C1 1.086
7 H -10.41 12.92 22.03  C1 1.096
8 H -10.30 11.58 20.85  C1 1.090
9 H -12.64 11.86 22.11  N4 1.006
10 H -12.84 9.36 23.62  C5 1.090
11 H -14.14 10.11 22.66  C5 1.088
12 H -13.65 10.77 24.22  C5 1.092
13 C -13.72 6.39 23.68  C14 1.505, H18 1.088, H19 1.090, H20 1.089
14 C -12.83 6.32 24.89  C13 1.505, O15 1.232, N16 1.341
15 O -11.61 6.46 24.72  C14 1.232
16 N -13.38 6.08 26.08  C14 1.341, C17 1.467, H21 1.007
17 C -12.60 6.19 27.32  N16 1.467, H22 1.087, H23 1.088, H24 1.085
18 H -13.56 7.31 23.12  C13 1.088
19 H -14.78 6.24 23.87  C13 1.090
20 H -13.44 5.60 22.98  C13 1.089
21 H -14.38 6.20 26.12  N16 1.007
22 H -13.23 5.78 28.09  C17 1.087
23 H -12.35 7.24 27.50  C17 1.088
24 H -11.68 5.61 27.25  C17 1.085
25 C -7.00 10.44 20.43  C26 1.516, H30 1.088, H31 1.097, H32 1.084
26 C -7.64 9.36 19.57  C25 1.516, O27 1.229, N28 1.334
27 O -8.61 8.71 19.96  C26 1.229
28 N -7.13 9.25 18.34  C26 1.334, C29 1.472, H33 1.003
29 C -7.67 8.33 17.33  N28 1.472, H34 1.088, H35 1.084, H36 1.089
30 H -7.01 11.43 19.98  C25 1.088
31 H -5.96 10.08 20.48  C25 1.097
32 H -7.38 10.48 21.44  C25 1.084
33 H -6.31 9.76 18.05  N28 1.003
34 H -8.49 8.83 16.82  C29 1.088
35 H -7.99 7.36 17.71  C29 1.084
36 H -6.86 8.18 16.63  C29 1.089
37 C -9.17 3.47 24.59  C38 1.493, H42 1.095, H43 1.086, H44 1.093
38 C -8.26 4.65 24.73  C37 1.493, O39 1.234, N40 1.347
39 O -7.05 4.48 24.85  C38 1.234
40 N -8.82 5.88 24.78  C38 1.347, C41 1.438, H45 1.016
41 C -8.00 7.06 24.86  N40 1.438, H46 1.089, H47 1.092, H48 1.091
42 H -10.22 3.74 24.77  C37 1.095
43 H -8.88 2.69 25.28  C37 1.086
44 H -9.15 3.10 23.56  C37 1.093
45 H -9.83 5.91 24.74  N40 1.016
46 H -8.64 7.91 25.10  C41 1.089
47 H -7.47 7.25 23.93  C41 1.092
48 H -7.29 6.94 25.68  C41 1.091
49 C -15.56 5.81 18.02  C50 1.516, H54 1.094, H55 1.084, H56 1.093
50 C -16.04 6.72 19.14  C49 1.516, O51 1.224, N52 1.348
51 O -17.22 7.02 19.24  C50 1.224
52 N -15.10 7.13 20.01  C50 1.348, C53 1.457, H57 1.015
53 C -15.38 8.06 21.10  N52 1.457, H58 1.088, H59 1.087, H60 1.092
54 H -14.51 6.00 17.78  C49 1.094
55 H -16.14 5.85 17.11  C49 1.084
56 H -15.52 4.78 18.39  C49 1.093
57 H -14.16 6.77 19.89  N52 1.015
58 H -15.83 7.56 21.95  C53 1.088
59 H -15.94 8.91 20.73  C53 1.087
60 H -14.39 8.43 21.37  C53 1.092
61 C -10.92 6.59 17.11  C62 1.540, H66 1.094, H67 1.087, H68 1.087
62 C -10.33 5.17 17.03  C61 1.540, O63 1.226, N64 1.346
63 O -9.71 4.85 16.02  C62 1.226
64 N -10.40 4.41 18.14  C62 1.346, C65 1.450, H69 0.999
65 C -9.72 3.13 18.28  N64 1.450, H70 1.094, H71 1.088, H72 1.086
66 H -10.67 6.92 18.12  C61 1.094
67 H -11.96 6.65 16.80  C61 1.087
68 H -10.34 7.20 16.42  C61 1.087
69 H -10.83 4.80 18.95  N64 0.999
70 H -10.45 2.36 18.00  C65 1.094
71 H -9.40 2.97 19.30  C65 1.088
72 H -8.86 3.02 17.62  C65 1.086
73 C -11.49 4.40 21.78  C74 1.508, H78 1.093, H79 1.098, H80 1.084
74 C -11.82 5.57 20.90  C73 1.508, O75 1.241, N76 1.339
75 O -12.63 5.47 19.95  C74 1.241
76 N -11.06 6.66 21.05  C74 1.339, C77 1.469, H81 1.009
77 C -9.94 6.81 21.99  N76 1.469, H82 1.085, H83 1.089, H84 1.086
78 H -11.55 4.56 22.86  C73 1.093
79 H -10.42 4.19 21.68  C73 1.098
80 H -12.04 3.51 21.50  C73 1.084
81 H -11.27 7.41 20.41  N76 1.009
82 H -9.86 7.85 22.27  C77 1.085
83 H -9.07 6.38 21.51  C77 1.089
84 H -10.11 6.25 22.91  C77 1.086
85 C -5.93 5.08 23.24  C86 1.548, O91 1.426, H92 1.088, H93 1.090
86 C -5.68 3.59 23.55  C85 1.548, O87 1.410, H94 1.094, H95 1.086
87 O -5.82 2.91 22.32  C86 1.410, S88 1.635
88 S -6.90 3.69 21.39  O87 1.635, O89 1.434, O90 1.438, O91 1.630
89 O -8.23 3.43 21.86  S88 1.434
90 O -6.63 3.51 19.99  S88 1.438
91 O -6.40 5.16 21.90  C85 1.426, S88 1.630
92 H -5.04 5.69 23.37  C85 1.088
93 H -6.71 5.44 23.91  C85 1.090
94 H -6.44 3.28 24.27  C86 1.094
95 H -4.71 3.39 24.01  C86 1.086
96 C -16.12 2.47 21.55  C97 1.518, O102 1.433, H103 1.093, H104 1.089
97 C -15.35 3.78 21.67  C96 1.518, O98 1.424, H105 1.096, H106 1.090
98 O -14.39 3.43 22.66  C97 1.424, S99 1.602
99 S -15.17 2.73 23.87  O98 1.602, O100 1.433, O101 1.421, O102 1.632
100 O -15.77 3.75 24.68  S99 1.433
101 O -14.34 1.78 24.52  S99 1.421
102 O -16.25 2.00 22.90  C96 1.433, S99 1.632
103 H -15.54 1.78 20.93  C96 1.093
104 H -17.09 2.53 21.06  C96 1.089
105 H -15.88 4.66 22.04  C97 1.096
106 H -14.88 4.14 20.76  C97 1.090
107 C -11.60 0.34 21.48  C108 1.559, O113 1.419, H114 1.089, H115 1.085
108 C -12.04 -0.30 22.84  C107 1.559, O109 1.427, H116 1.087, H117 1.090
109 O -13.24 -1.02 22.55  C108 1.427, S110 1.612
110 S -13.34 -1.42 20.99  O109 1.612, O111 1.439, O112 1.441, O113 1.597
111 O -14.70 -1.23 20.58  S110 1.439
112 O -12.75 -2.69 20.63  S110 1.441
113 O -12.44 -0.20 20.48  C107 1.419, S110 1.597
114 H -10.58 0.04 21.25  C107 1.089
115 H -11.68 1.42 21.54  C107 1.085
116 H -12.25 0.44 23.61  C108 1.087
117 H -11.28 -0.98 23.23  C108 1.090
118 C -16.00 0.93 17.72  C119 1.535, O124 1.418, H125 1.089, H126 1.094
119 C -14.89 0.29 16.86  C118 1.535, O120 1.442, H127 1.091, H128 1.084
120 O -13.76 0.64 17.69  C119 1.442, S121 1.611
121 S -13.87 2.20 18.08  O120 1.611, O122 1.437, O123 1.431, O124 1.636
122 O -13.48 3.06 17.00  S121 1.437
123 O -13.24 2.45 19.34  S121 1.431
124 O -15.50 2.17 18.20  C118 1.418, S121 1.636
125 H -16.35 0.29 18.53  C118 1.089
126 H -16.85 1.14 17.07  C118 1.094
127 H -14.72 0.80 15.91  C119 1.091
128 H -15.06 -0.76 16.70  C119 1.084
129 C -13.27 10.75 19.48  C130 1.542, C133 1.529, H134 1.094, H135 1.087
130 C -12.13 9.72 19.56  C129 1.542, C131 1.536, H136 1.092, H137 1.092
131 C -11.14 10.13 18.46  C130 1.536, O132 1.418, H138 1.088, H139 1.095
132 O -11.82 11.12 17.69  C131 1.418, C133 1.418
133 C -12.76 11.81 18.50  C129 1.529, O132 1.418, H140 1.090, H141 1.099
134 H -13.44 11.28 20.42  C129 1.094
135 H -14.19 10.25 19.19  C129 1.087
136 H -12.61 8.75 19.40  C130 1.092
137 H -11.68 9.67 20.55  C130 1.092
138 H -10.83 9.30 17.83  C131 1.088
139 H -10.22 10.54 18.88  C131 1.095
140 H -13.50 12.24 17.82  C133 1.090
141 H -12.24 12.64 18.98  C133 1.099

Atomic partial charges in e from the Löwdin method, atoms 1 to 2: 0.01, -0.56